(1)
Below is 2 unconnected molecules or ions with the total composition C6H11BN2, with properties calculated with the ωB97M-V functional and the def2-TZVPD basis.

LUMO level (alpha / beta)	0.64 / -1.09	eV
orbital gap (alpha / beta)	5.63 / 7.08	eV
DFT total energy	-10051.1876	eV
relative energy (zero: lowest compared OMol25 entry of this formula, charge and spin)	0.0000	eV
spin multiplicity	3

Each line ends with the Löwdin charge.
Cartesian coordinates (Å):
B -0.81 0.36 0.23  -0.038
C 2.86 0.06 -0.31  -0.102
C 1.68 0.77 -0.37  -0.102
C 2.44 -1.20 0.04  -0.123
C 0.56 -0.01 0.06  -0.218
C -2.35 0.40 0.19  -0.087
C 0.32 -2.39 0.42  -0.075
N 1.10 -1.27 0.25  -0.171
N -0.69 3.20 -0.84  0.143
H 3.76 0.26 -0.82  0.084
H 1.52 1.89 -0.46  0.096
H 3.07 -2.11 -0.02  0.124
H -2.84 0.74 -0.65  0.011
H -2.76 1.02 1.09  0.089
H -2.66 -0.65 0.23  0.063
H -0.67 -2.36 -0.25  0.130
H 0.74 -3.41 0.25  0.101
H -0.07 -2.35 1.45  0.095
H -0.62 3.87 -1.58  -0.021
H -0.37 3.76 -0.04  0.003


(2)
Below is a molecular structure, C28H49N2OP3SeY, with properties calculated with the ωB97M-V functional and the def2-TZVPD basis.

LUMO level	-10.85	eV
orbital gap	3.28	eV
charge	+3
DFT total energy	-129087.5540	eV
spin multiplicity	1

Each line ends with the Löwdin charge.
Cartesian coordinates (Å):
Y -0.08 -0.02 0.10  0.884
P 0.18 0.44 -2.38  0.694
P -2.04 1.56 0.13  0.685
P 1.24 -2.15 -0.21  0.677
H -2.79 -1.22 0.34  0.066
C -1.79 -1.58 0.58  -0.114
C -1.15 -1.12 1.77  -0.152
H -1.64 -0.40 2.43  0.079
C -0.91 -0.42 -3.50  -0.238
C -0.01 2.16 -2.81  -0.229
C 1.81 0.10 -3.02  -0.233
C -3.03 1.43 1.60  -0.238
C -1.68 3.28 0.03  -0.231
C -3.22 1.24 -1.19  -0.223
C 1.11 -3.27 1.16  -0.235
C 2.98 -1.94 -0.41  -0.222
C 0.71 -3.14 -1.60  -0.221
H -1.59 -2.58 0.21  0.075
H -0.45 -1.77 2.30  0.067
H -0.64 -0.08 -4.51  0.086
H -1.96 -0.19 -3.30  0.032
H -0.78 -1.50 -3.43  0.033
H 0.22 2.21 -3.88  0.081
H 0.70 2.79 -2.26  0.060
H -1.02 2.54 -2.64  0.040
H 1.78 0.45 -4.06  0.080
H 2.06 -0.96 -3.01  0.038
H 2.58 0.65 -2.48  0.074
H -3.82 2.17 1.46  0.080
H -2.45 1.67 2.50  0.074
H -3.48 0.44 1.73  0.063
H -2.61 3.77 -0.26  0.081
H -0.89 3.54 -0.68  0.034
H -1.38 3.64 1.02  0.077
H -4.08 1.88 -0.96  0.079
H -3.53 0.19 -1.22  0.050
H -2.82 1.51 -2.17  0.039
H 1.73 -4.12 0.88  0.079
H 0.08 -3.61 1.34  0.065
H 1.49 -2.83 2.09  0.063
H 3.38 -2.94 -0.60  0.080
H 3.43 -1.54 0.50  0.069
H 3.25 -1.28 -1.25  0.044
H 1.28 -4.07 -1.53  0.080
H 0.91 -2.66 -2.56  0.038
H -0.37 -3.37 -1.54  0.057
C -4.73 -4.11 -2.43  -0.617
C -4.69 -3.88 -1.04  -0.152
C -5.45 -4.65 -0.17  -0.088
C -6.27 -5.67 -0.65  -0.062
C -6.32 -5.91 -2.03  -0.056
C -5.57 -5.15 -2.91  -0.119
Se -3.73 -3.11 -3.70  0.868
H -3.09 -2.22 -2.65  -0.193
H -4.05 -3.08 -0.65  0.049
H -5.40 -4.45 0.90  0.104
H -6.86 -6.28 0.03  0.116
H -6.96 -6.71 -2.42  0.120
H -5.61 -5.34 -3.99  0.108
C 4.42 2.69 4.05  0.035
N 3.45 1.94 3.26  -0.014
N 3.02 2.30 1.99  0.112
C 2.07 1.38 1.62  -0.363
O 1.46 1.37 0.50  -0.203
C 1.92 0.44 2.71  0.045
C 2.79 0.85 3.68  -0.261
C 2.94 0.18 4.97  0.010
C 3.41 3.44 1.19  -0.142
C 4.68 4.02 1.26  -0.012
C 5.01 5.14 0.48  -0.035
C 4.09 5.69 -0.40  -0.043
C 2.81 5.12 -0.49  -0.054
C 2.48 4.01 0.29  -0.027
H 5.43 2.57 3.64  0.105
H 4.46 2.27 5.06  0.106
H 4.13 3.74 4.13  0.123
H 1.23 -0.41 2.70  0.085
H 3.96 -0.17 5.09  0.116
H 2.67 0.86 5.78  0.114
H 2.26 -0.69 5.03  0.105
H 5.46 3.63 1.91  0.102
H 6.01 5.57 0.55  0.129
H 4.35 6.56 -1.00  0.126
H 2.08 5.55 -1.17  0.118
H 1.47 3.62 0.19  0.081


(3)
Below is a molecular structure, C19H42NO2P3PbSe, with properties calculated with the ωB97M-V functional and the def2-TZVPD basis.

LUMO level (alpha / beta)	-11.72 / -13.66	eV
orbital gap (alpha / beta)	8.02 / 4.55	eV
charge	+4
DFT total energy	-124387.0886	eV
relative energy (zero: lowest compared OMol25 entry of this formula, charge and spin)	2.6324	eV
spin multiplicity	1

Each line ends with the Löwdin charge.
Cartesian coordinates (Å):
Pb 0.61 0.70 0.23  0.904
P 2.47 2.21 0.82  0.722
P 0.18 1.13 -2.13  0.708
P 2.14 -1.17 -0.39  0.684
H -1.58 -0.69 1.38  0.061
C -0.52 -0.92 1.27  -0.267
C 0.42 -0.32 2.21  -0.251
H 0.04 0.36 2.98  0.080
C 2.05 3.70 1.69  -0.208
C 3.53 2.81 -0.49  -0.198
C 3.59 1.40 1.96  -0.205
C -1.08 0.11 -2.86  -0.233
C -0.35 2.79 -2.54  -0.216
C 1.55 0.94 -3.27  -0.204
C 2.60 -2.24 0.97  -0.213
C 3.71 -0.80 -1.13  -0.215
C 1.35 -2.31 -1.52  -0.216
H -0.32 -1.92 0.90  0.044
H 1.30 -0.87 2.51  0.049
H 1.42 3.50 2.56  0.078
H 1.53 4.41 1.04  0.063
H 3.00 4.14 2.03  0.094
H 2.97 3.45 -1.18  0.073
H 3.99 2.00 -1.07  0.047
H 4.33 3.41 -0.02  0.099
H 3.07 1.11 2.88  0.075
H 4.38 2.14 2.21  0.096
H 4.07 0.51 1.54  0.041
H -1.20 0.41 -3.91  0.098
H -2.05 0.23 -2.35  0.059
H -0.82 -0.96 -2.82  0.033
H -0.48 2.82 -3.63  0.093
H 0.41 3.53 -2.25  0.071
H -1.30 3.06 -2.07  0.074
H 1.16 1.23 -4.26  0.098
H 1.92 -0.08 -3.33  0.044
H 2.38 1.61 -3.01  0.065
H 3.21 -3.04 0.52  0.091
H 1.73 -2.69 1.46  0.069
H 3.20 -1.72 1.72  0.070
H 4.15 -1.77 -1.42  0.094
H 4.38 -0.31 -0.42  0.057
H 3.63 -0.17 -2.02  0.042
H 2.03 -3.17 -1.63  0.092
H 1.19 -1.87 -2.51  0.040
H 0.38 -2.66 -1.13  0.055
C -3.91 -3.93 -0.59  -0.534
C -3.47 -3.62 0.71  -0.090
C -3.82 -4.43 1.79  -0.009
C -4.62 -5.56 1.60  0.045
C -5.07 -5.88 0.31  0.013
C -4.72 -5.08 -0.78  -0.057
Se -3.49 -2.90 -2.13  1.139
H -2.67 -1.89 -1.35  -0.118
H -2.85 -2.74 0.86  0.075
H -3.47 -4.17 2.78  0.132
H -4.89 -6.19 2.44  0.148
H -5.69 -6.76 0.15  0.144
H -5.07 -5.33 -1.78  0.130
N -2.79 3.06 2.45  0.209
C -2.13 4.03 1.50  -0.005
C -1.01 3.35 0.71  -0.662
O -0.38 4.07 -0.07  0.028
O -0.87 2.13 0.98  -0.176
H -3.21 2.28 1.93  0.175
H -3.52 3.56 2.97  0.188
H -2.10 2.70 3.12  0.175
H -2.89 4.39 0.82  0.156
H -1.72 4.84 2.08  0.156


(4)
Below is 12 unconnected molecules or ions with the total composition C22H59F3NO13, with properties calculated with the ωB97M-V functional and the def2-TZVPD basis.

LUMO level	-3.96	eV
orbital gap	7.41	eV
charge	+1
DFT total energy	-60019.4455	eV
spin multiplicity	1

Each line ends with the Löwdin charge.
Cartesian coordinates (Å):
C -0.56 -1.07 -0.38  -0.041
C -0.13 -1.44 1.06  -0.239
O 1.19 -1.96 0.97  -0.178
C 1.88 -2.01 2.19  -0.193
C 2.31 -0.62 2.71  -0.075
C 3.37 0.00 1.82  -0.098
C 3.20 0.01 0.44  0.077
C 4.15 0.57 -0.41  0.012
C 5.27 1.08 0.15  -0.029
N 5.41 1.07 1.47  0.149
C 4.51 0.57 2.32  -0.109
C 4.82 0.66 3.80  -0.066
O 3.70 1.31 4.40  0.065
C 3.81 1.53 5.73  -0.690
F 5.05 1.80 6.15  0.180
F 3.06 2.60 6.02  0.187
F 3.34 0.51 6.47  0.169
H 0.29 -1.22 -1.05  0.062
H -1.42 -1.67 -0.68  0.078
H -0.83 -0.01 -0.42  0.044
H -0.20 -0.52 1.65  0.109
H -0.84 -2.15 1.51  0.123
H 2.82 -2.55 2.00  0.107
H 1.38 -2.59 2.97  0.139
H 1.47 0.08 2.79  0.133
H 2.67 -0.76 3.73  0.119
H 2.31 -0.39 -0.05  0.131
H 3.97 0.57 -1.48  0.134
H 6.05 1.50 -0.48  0.150
H 6.25 1.48 1.87  0.185
H 5.75 1.24 3.89  0.140
H 5.02 -0.33 4.22  0.164
C 1.61 -0.85 -4.37  -0.135
O 1.96 -1.58 -3.19  -0.150
H 1.17 0.09 -4.06  0.075
H 2.49 -0.67 -4.97  0.052
H 0.87 -1.42 -4.95  0.083
H 2.34 -2.42 -3.47  0.071
C 4.24 -3.44 -0.29  -0.120
O 4.81 -2.79 0.85  -0.140
H 3.40 -4.04 0.06  0.087
H 3.88 -2.70 -1.01  0.069
H 4.98 -4.09 -0.76  0.084
H 5.55 -2.26 0.54  0.070
C 3.24 -1.89 -8.13  -0.143
O 3.70 -1.30 -6.92  -0.144
H 2.40 -2.54 -7.90  0.078
H 2.92 -1.12 -8.84  0.079
H 4.04 -2.49 -8.59  0.077
H 4.45 -0.73 -7.14  0.075
C -2.01 2.15 -2.36  -0.128
O -1.15 1.95 -1.24  -0.147
H -2.58 1.24 -2.53  0.067
H -2.71 2.97 -2.15  0.074
H -1.43 2.38 -3.25  0.084
H -0.66 2.77 -1.11  0.073
C 0.10 0.84 8.33  -0.149
O 0.14 1.15 6.94  -0.130
H -0.94 0.66 8.62  0.080
H 0.69 -0.06 8.53  0.063
H 0.49 1.67 8.91  0.080
H 1.06 1.30 6.72  0.024
C -3.86 -0.82 -4.33  -0.150
O -3.61 0.30 -5.19  -0.133
H -2.90 -1.19 -3.96  0.078
H -4.48 -0.51 -3.49  0.064
H -4.36 -1.60 -4.90  0.062
H -4.46 0.62 -5.51  0.067
C 3.56 -0.78 10.31  -0.141
O 2.88 0.30 9.68  -0.137
H 3.09 -0.96 11.28  0.081
H 3.50 -1.69 9.71  0.077
H 4.61 -0.52 10.47  0.077
H 3.30 0.44 8.83  0.045
C -5.99 2.22 -1.10  -0.125
O -5.33 1.74 -2.27  -0.150
H -6.41 1.37 -0.56  0.086
H -5.29 2.74 -0.45  0.053
H -6.80 2.90 -1.38  0.078
H -4.97 2.51 -2.72  0.062
C -8.16 3.29 -4.59  -0.151
O -6.83 2.86 -4.89  -0.137
H -8.36 4.19 -5.16  0.079
H -8.88 2.52 -4.88  0.079
H -8.26 3.50 -3.52  0.068
H -6.67 2.06 -4.38  0.049
C -5.30 2.73 2.64  -0.148
O -5.59 3.66 1.60  -0.144
H -6.12 2.02 2.70  0.080
H -4.38 2.18 2.41  0.075
H -5.19 3.24 3.59  0.077
H -4.85 4.28 1.55  0.077
C -3.50 -3.80 -6.81  -0.162
O -3.72 -4.16 -5.45  -0.137
H -2.54 -3.29 -6.88  0.077
H -3.47 -4.69 -7.45  0.075
H -4.29 -3.13 -7.15  0.075
H -4.57 -4.61 -5.42  0.075


Number 1: maximum force 4.35 eV Å⁻¹. Number 2: maximum force 6.02 eV Å⁻¹. Number 3: maximum force 3.68 eV Å⁻¹. Number 4: maximum force 1.59 eV Å⁻¹.